Here is C36H22BrF4N4O2PRh as an isolated structure from the Open Molecules 2025 dataset. Energies are from ωB97M-V/def2-TZVPD.

Its total charge is +1. The HOMO-LUMO gap (spin up / spin down) is 6.20 / 6.20 eV.

```
71
Properties=species:S:1:pos:R:3:forces:R:3:mulliken_charge:R:1
Rh 0.77599 -0.25117 -1.24827 0.01 -0.64 0.26 -0.469
O -2.45238 -1.14573 -3.65921 -0.15 -0.02 -0.03 -0.667
C -1.51721 -0.56501 -3.14891 0.12 0.06 0.01 0.109
N -0.92789 -0.92655 -1.97507 0.12 0.14 0.02 0.481
C -1.39393 -2.06570 -1.28422 0.36 -0.20 0.24 -0.259
C -2.71880 -2.48708 -1.18628 0.12 0.06 -0.09 -0.679
C -2.99688 -3.64782 -0.48807 0.09 -0.11 0.07 -0.950
C -1.97159 -4.39014 0.09927 -0.14 0.05 -0.04 -0.730
C -0.65818 -3.96139 0.04590 0.03 0.04 -0.01 -0.571
C -0.37316 -2.77376 -0.62662 -0.27 0.34 -0.10 0.384
N 0.86507 -2.09595 -0.64989 -0.31 -0.05 -0.23 0.140
C 2.03081 -2.68573 -0.28075 0.10 0.15 0.09 -0.063
O 2.19013 -3.87486 -0.10918 0.06 -0.07 0.04 -0.682
C 3.15881 -1.72017 -0.05667 -0.13 -0.03 0.01 0.781
C 4.35835 -2.24237 0.39477 -0.07 0.00 -0.02 -0.830
C 5.39121 -1.38110 0.70755 -0.04 0.15 -0.02 -0.442
C 5.15975 -0.02269 0.56040 0.08 -0.13 0.05 -1.035
C 3.93690 0.40974 0.08329 -0.02 0.14 -0.01 -0.082
N 2.92773 -0.40852 -0.24143 -0.01 -0.15 -0.16 0.330
C -0.92462 0.63135 -3.83700 -0.07 0.03 0.10 0.630
C -1.53234 1.05764 -5.00821 0.00 -0.06 0.05 -0.847
C -1.04793 2.18539 -5.64137 0.09 0.04 0.07 -0.379
C 0.02816 2.84066 -5.06403 -0.08 0.00 -0.11 -1.023
C 0.56905 2.34061 -3.89548 0.28 -0.04 -0.10 -0.073
N 0.12052 1.24754 -3.27263 -0.09 -0.06 0.04 0.181
H -3.50434 -1.93160 -1.67418 0.02 0.01 0.00 0.564
H -4.02082 -3.98873 -0.42195 -0.01 -0.03 0.02 0.436
H -2.19820 -5.31339 0.61462 -0.04 -0.02 0.00 0.424
H 0.12814 -4.52974 0.51474 0.01 0.03 0.00 0.586
H 4.43277 -3.31561 0.49255 0.00 -0.01 0.01 0.536
H 6.34139 -1.75357 1.06379 0.02 0.00 0.00 0.473
H 5.91437 0.71205 0.80210 0.01 0.00 0.00 0.473
H 3.78131 1.46810 -0.03294 -0.01 -0.05 -0.03 0.487
H -2.37016 0.48593 -5.37975 0.00 0.01 -0.01 0.528
H -1.49647 2.54577 -6.55612 -0.01 0.01 -0.03 0.457
H 0.45553 3.73023 -5.50314 -0.01 0.01 -0.03 0.445
H 1.41381 2.85852 -3.46314 -0.09 -0.09 -0.12 0.406
F 1.53213 5.77960 2.84807 0.01 0.00 0.00 -0.263
C 1.18364 4.61318 2.34097 -0.06 -0.03 0.05 0.530
C 0.32823 3.77800 3.04029 0.05 0.04 -0.05 0.420
F -0.14206 4.14694 4.21884 0.00 -0.01 0.00 -0.274
C -0.02796 2.55871 2.49176 0.10 0.03 -0.11 -0.071
F -0.85559 1.79616 3.19954 -0.04 -0.02 0.05 -0.360
C 0.44965 2.12710 1.25395 0.03 0.05 0.02 -0.119
P -0.15894 0.50210 0.65726 0.08 0.09 -0.13 3.126
C 0.20915 -0.60481 2.02523 -0.01 -0.04 -0.05 0.768
C -0.60307 -1.70289 2.30013 0.04 0.03 0.01 -0.512
C -0.24805 -2.57856 3.31616 -0.03 -0.03 -0.04 -1.043
C 0.91178 -2.37225 4.04310 0.03 0.00 0.02 -0.850
C 1.73025 -1.28501 3.76077 0.01 -0.01 0.00 -0.926
C 1.38317 -0.40283 2.75482 -0.01 0.00 -0.03 -0.774
C -1.93487 0.79601 0.49530 0.03 0.02 -0.11 0.835
C -2.35286 1.46045 -0.66142 0.05 -0.03 0.00 -1.032
C -3.69008 1.75609 -0.84703 0.02 0.01 0.02 -0.712
C -4.61748 1.40060 0.12496 -0.01 0.01 -0.02 -0.661
C -4.20184 0.77425 1.28764 0.01 -0.02 0.04 -0.868
C -2.86052 0.47661 1.48383 0.00 -0.02 -0.05 -0.249
C 1.29760 2.99436 0.56403 -0.01 0.00 0.19 0.085
Br 1.96764 2.60279 -1.14299 -0.13 0.59 0.19 -0.061
C 1.66294 4.21800 1.10318 -0.02 -0.08 -0.03 0.415
F 2.47234 5.03986 0.44693 0.01 0.00 -0.01 -0.320
H -1.49886 -1.88796 1.72491 -0.06 -0.01 -0.02 0.645
H -0.88045 -3.42984 3.52796 -0.01 -0.01 0.00 0.492
H 1.18364 -3.06058 4.83120 0.00 -0.01 0.02 0.454
H 2.63658 -1.12407 4.32819 0.01 0.00 0.01 0.490
H 2.02505 0.44284 2.53841 0.01 0.00 0.01 0.452
H -1.62834 1.74049 -1.41962 -0.06 -0.02 0.04 0.463
H -4.01075 2.25911 -1.74856 0.00 0.02 -0.02 0.491
H -5.66534 1.62245 -0.02227 -0.02 0.01 -0.01 0.432
H -4.92084 0.51505 2.05259 -0.01 0.00 0.01 0.473
H -2.55079 0.01292 2.40738 0.03 -0.05 0.02 0.455
```
Positions in Å, forces in eV/Å.